(1)
Below is an isolated molecule of C5H9NO at a distorted geometry, with properties calculated with the ωB97M-V functional and the def2-TZVPD basis.

Each atom is followed by the atoms it is bonded to, with distances in Å.
Geometry (Å):
1 H -2.618 0.467 -1.704  C8 1.189
2 H -1.925 0.715 0.976  C5 1.100
3 O 2.524 0.060 0.537  C11 1.245
4 H 0.488 -1.867 -1.033  N9 1.035
5 C -1.082 0.700 0.268  H2 1.100, C6 1.622, C7 1.545, H16 1.072
6 C 0.180 0.942 1.257  C5 1.622, H10 1.084, C11 1.528, H12 1.054
7 C -1.082 -0.584 -0.590  C5 1.545, C8 1.410, N9 1.362
8 C -1.848 -0.436 -1.764  H1 1.189, C7 1.410, H14 1.120
9 N -0.254 -1.639 -0.349  H4 1.035, C7 1.362, H15 0.989
10 H 0.205 1.973 1.590  C6 1.084
11 C 1.553 0.836 0.594  O3 1.245, C6 1.528, H13 1.115
12 H 0.192 0.472 2.200  C6 1.054
13 H 1.683 1.758 -0.019  C11 1.115
14 H -1.895 -1.152 -2.624  C8 1.120
15 H 0.162 -1.674 0.548  N9 0.989
16 H -1.030 1.556 -0.374  C5 1.072

## Properties
E_LUMO: 0.8 eV
total charge: 0
2S+1: 1
structure (SMILES): C=C(N)CCC=O
total energy: -325.82629 hartree
Kohn-Sham gap: 0.33008 Eh

Atomic partial charges in e from the Mulliken method, atoms 1 to 2: 0.1784 0.2844

=====

(2)
Below is an isolated molecule of C20H13N3OS at a distorted geometry, with properties calculated with the ωB97M-V functional and the def2-TZVPD basis.

Each atom is followed by the atoms it is bonded to, with distances in Å.
Geometry (Å):
1 C -7.470 0.373 0.438  H10 1.080, C14 1.385, C35 1.384
2 N 3.976 1.349 -0.131  C20 1.374, H25 1.007, C37 1.368
3 O -1.206 0.514 0.293  C16 1.363, C38 1.338
4 C 5.112 -0.539 0.069  N8 1.365, C22 1.392, C37 1.419
5 H -3.619 -1.633 0.784  C13 1.070
6 H -6.204 1.723 1.527  C35 1.079
7 C 1.704 0.415 0.138  C11 1.410, C17 1.363, C20 1.444
8 N 3.790 -0.854 0.193  C4 1.365, C20 1.310
9 C 6.492 1.454 -0.298  H31 1.080, C34 1.380, C37 1.385
10 H -8.351 0.611 1.014  C1 1.080
11 C 1.207 1.724 -0.024  C7 1.410, N15 1.149
12 C -1.400 -1.688 0.635  C13 1.401, C16 1.385, H19 1.071
13 C -2.685 -1.130 0.639  H5 1.070, C12 1.401, C38 1.378
14 C -7.537 -0.557 -0.586  C1 1.385, C21 1.386, H36 1.079
15 N 0.891 2.819 -0.167  C11 1.149
16 C -0.509 -0.649 0.425  O3 1.363, C12 1.385, C17 1.414
17 C 0.902 -0.668 0.343  C7 1.363, C16 1.414, H26 1.080
18 S -3.617 1.554 0.356  C33 1.788, C38 1.739
19 H -1.146 -2.718 0.775  C12 1.071
20 C 3.140 0.277 0.072  N2 1.374, C7 1.444, N8 1.310
21 C -6.405 -0.853 -1.328  C14 1.386, H29 1.080, C32 1.383
22 C 6.241 -1.353 0.116  C4 1.392, H23 1.078, C27 1.378
23 H 6.142 -2.415 0.273  C22 1.078
24 H 8.365 -1.355 -0.013  C27 1.080
25 H 3.689 2.307 -0.249  N2 1.007
26 H 1.385 -1.628 0.453  C17 1.080
27 C 7.470 -0.752 -0.044  C22 1.378, H24 1.080, C34 1.398
28 H 8.581 1.050 -0.368  C34 1.080
29 H -6.457 -1.569 -2.134  C21 1.080
30 H -4.325 -0.442 -1.637  C32 1.079
31 H 6.589 2.518 -0.456  C9 1.080
32 C -5.205 -0.225 -1.051  C21 1.383, H30 1.079, C33 1.387
33 C -5.139 0.689 -0.009  S18 1.788, C32 1.387, C35 1.386
34 C 7.595 0.626 -0.248  C9 1.380, C27 1.398, H28 1.080
35 C -6.270 0.999 0.730  C1 1.384, H6 1.079, C33 1.386
36 H -8.472 -1.048 -0.810  C14 1.079
37 C 5.252 0.858 -0.138  N2 1.368, C4 1.419, C9 1.385
38 C -2.505 0.219 0.421  O3 1.338, C13 1.378, S18 1.739

## Properties
E_LUMO: -0.7 eV
total charge: 0
2S+1: 1
structure (SMILES): N#C/C(=C\c1ccc(Sc2ccccc2)o1)c1nc2ccccc2[nH]1
total energy: -1407.62792 hartree
Kohn-Sham gap: 0.25217 Eh

Atomic partial charges in e from the Mulliken method, atoms 1 to 2: -0.4091 -0.0184

=====

(3)
Below is an isolated molecule of C4H6N2, with properties calculated with the ωB97M-V functional and the def2-TZVPD basis.

Each atom is followed by the atoms it is bonded to, with distances in Å.
Geometry (Å):
1 H 0.689 1.704 0.897  C2 1.094
2 C -0.123 1.985 0.219  H1 1.094, H5 1.092, C8 1.511, H11 1.094
3 C 0.226 -1.404 -1.024  C4 1.311, N6 1.437, H10 1.085
4 C -0.383 -0.297 -0.675  C3 1.311, C8 1.302
5 H -0.745 2.730 0.720  C2 1.092
6 N 0.673 -2.366 -0.054  C3 1.437, N12 1.244
7 H -2.003 0.760 0.039  C8 1.089
8 C -0.931 0.764 -0.154  C2 1.511, C4 1.302, H7 1.089
9 H 1.091 -2.680 1.688  N12 1.029
10 H 0.389 -1.704 -2.055  C3 1.085
11 H 0.321 2.448 -0.668  C2 1.094
12 N 0.807 -1.893 1.088  N6 1.244, H9 1.029

## Properties
E_LUMO: 0.4 eV
total charge: 0
2S+1: 1
structure (SMILES): [H]/N=N/C=C=CC
total energy: -265.40988 hartree
Kohn-Sham gap: 0.35256 Eh

Atomic partial charges in e from the Mulliken method, atoms 1 to 2: 0.2803 -0.8919

=====

(4)
Below is a 2-piece molecular cluster, C3H3Br2N overall at a distorted geometry, with properties calculated with the ωB97M-V functional and the def2-TZVPD basis.

Each atom is followed by the atoms it is bonded to, with distances in Å.
Geometry (Å):
1 N -0.442 -2.488 -0.227  C2 1.126
2 C -0.420 -1.416 0.118  N1 1.126, C9 1.354
3 H 0.510 1.751 -0.265  C6 1.008
4 H 0.081 -0.165 1.517  C9 1.075
5 Br -2.727 0.778 0.049  no bonds
6 C 0.519 0.755 -0.424  H3 1.008, Br7 2.047, H8 1.052, C9 1.488
7 Br 2.449 0.395 0.157  C6 2.047
8 H 0.279 0.518 -1.419  C6 1.052
9 C -0.251 -0.127 0.495  C2 1.354, H4 1.075, C6 1.488

## Properties
E_LUMO (alpha / beta): -3.0 / -3.1 eV
total charge: 0
2S+1: 1
total energy: -5318.80154 hartree
Kohn-Sham gap (alpha / beta): 0.27693 / 0.27456 Eh

Atomic partial charges in e from the Mulliken method, atoms 1 to 2: -0.2880 0.6599

=====

(5)
Below is a 3-piece molecular cluster, C21H58N6O3P3S overall at a distorted geometry, with properties calculated with the ωB97M-V functional and the def2-TZVPD basis.

Each atom is followed by the atoms it is bonded to, with distances in Å.
Geometry (Å):
1 C 1.780 -2.811 -0.472  H16 1.098, C41 1.540, C52 1.536, H79 1.088
2 C -1.662 -2.727 -6.431  H3 1.091, H11 1.091, N13 1.460, H21 1.096
3 H -1.477 -2.071 -7.283  C2 1.091
4 H 2.786 4.636 2.763  C74 1.097
5 H 0.666 1.450 3.826  C66 1.089
6 H 3.671 5.512 4.026  C74 1.093
7 C -0.472 4.233 6.944  H15 1.093, N31 1.450, H58 1.097, H87 1.092
8 H 4.219 -2.983 -1.731  C45 1.090
9 C 1.400 4.071 8.411  N31 1.460, H54 1.098, H68 1.094, H82 1.086
10 S 5.959 -2.286 0.114  H62 1.339, P81 2.352
11 H -0.873 -2.529 -5.703  C2 1.091
12 H -4.007 -6.313 -4.502  C83 1.091
13 N -2.975 -2.468 -5.847  C2 1.460, C34 1.447, P65 1.669
14 H -0.560 -1.879 -1.026  C75 1.091
15 H -0.983 3.683 6.149  C7 1.093
16 H 1.029 -3.580 -0.696  C1 1.098
17 O -2.496 -2.504 -2.878  P65 1.481
18 C 0.451 5.913 4.311  H61 1.099, H71 1.085, H84 1.097, N89 1.441
19 C -4.600 -0.504 -3.888  H24 1.093, H36 1.090, N50 1.453, H78 1.099
20 H -2.507 -0.858 -0.770  C27 1.090
21 H -1.564 -3.769 -6.757  C2 1.096
22 P 2.116 4.143 5.796  N31 1.743, N48 1.657, O57 1.486, N89 1.705
23 H -0.041 3.029 4.063  C66 1.092
24 H -3.738 -0.218 -3.281  C19 1.093
25 H -6.695 -2.029 -4.525  C77 1.098
26 H 1.327 2.824 2.959  C66 1.093
27 C -1.938 0.031 -0.501  H20 1.090, H37 1.088, O38 1.419, H60 1.094
28 H 1.615 1.051 6.321  C33 1.097
29 H 2.136 1.438 1.058  C44 1.082
30 H -6.303 -2.434 -2.842  C77 1.098
31 N 0.929 3.874 7.043  C7 1.450, C9 1.460, P22 1.743
32 H 1.487 -0.811 0.274  C52 1.089
33 C 2.354 1.495 5.642  H28 1.097, H46 1.092, N48 1.460, H80 1.090
34 C -4.068 -2.308 -6.781  N13 1.447, H73 1.090, H90 1.091, H92 1.094
35 H -1.263 -4.542 -3.300  C53 1.086
36 H -5.491 -0.155 -3.365  C19 1.090
37 H -2.550 0.751 0.037  C27 1.088
38 O -0.891 -0.373 0.369  C27 1.419, C75 1.429
39 H 4.281 1.307 -2.316  C47 1.105
40 H 4.020 -1.802 -2.997  C45 1.095
41 C 2.244 -2.242 -1.826  C1 1.540, C45 1.532, H49 1.094, H69 1.095
42 N -3.127 -4.436 -4.289  C53 1.465, P65 1.732, C83 1.450
43 H 2.805 0.377 -2.481  C47 1.100
44 C 2.873 1.942 0.447  H29 1.082, H56 1.080, C91 1.403
45 C 3.755 -2.023 -1.958  H8 1.090, H40 1.095, C41 1.532, P81 1.915
46 H 3.253 1.715 6.221  C33 1.092
47 C 3.542 0.722 -1.741  H39 1.105, H43 1.100, P81 1.934, C91 1.457
48 N 1.841 2.708 5.013  P22 1.657, C33 1.460, C66 1.453
49 H 1.649 -1.353 -2.056  C41 1.094
50 N -4.654 -1.943 -4.084  C19 1.453, P65 1.709, C77 1.443
51 H -4.775 -5.083 -5.457  C83 1.094
52 C 1.049 -1.797 0.420  C1 1.536, H32 1.089, H67 1.089, C75 1.518
53 C -2.189 -5.102 -3.382  H35 1.086, N42 1.465, H59 1.093, H85 1.097
54 H 1.377 5.124 8.724  C9 1.098
55 H -1.012 -2.380 0.633  C75 1.097
56 H 3.610 2.616 0.858  C44 1.080
57 O 3.102 4.953 6.557  P22 1.486
58 H -0.634 5.309 6.806  C7 1.097
59 H -1.939 -6.084 -3.791  C53 1.093
60 H -1.497 0.500 -1.385  C27 1.094
61 H 0.622 6.983 4.500  C18 1.099
62 H 6.017 -1.952 1.409  S10 1.339
63 H -5.047 -5.151 -3.690  C83 1.096
64 H 5.619 -0.479 -1.853  P81 1.474
65 P -3.129 -2.705 -4.202  N13 1.669, O17 1.481, N42 1.732, N50 1.709
66 C 0.907 2.508 3.918  H5 1.089, H23 1.092, H26 1.093, N48 1.453
67 H 1.180 -2.029 1.476  C52 1.089
68 H 0.776 3.484 9.091  C9 1.094
69 H 1.970 -2.976 -2.591  C41 1.095
70 H 2.508 6.365 3.022  C74 1.090
71 H -0.358 5.584 4.954  C18 1.085
72 H -5.988 -3.575 -4.153  C77 1.084
73 H -3.704 -2.526 -7.785  C34 1.090
74 C 2.703 5.419 3.528  H4 1.097, H6 1.093, H70 1.090, N89 1.456
75 C -0.416 -1.679 0.037  H14 1.091, O38 1.429, C52 1.518, H55 1.097
76 H 5.189 0.351 -0.059  P81 1.447
77 C -5.958 -2.526 -3.881  H25 1.098, H30 1.098, N50 1.443, H72 1.084
78 H -4.533 0.034 -4.844  C19 1.099
79 H 2.575 -3.323 0.065  C1 1.088
80 H 2.634 0.757 4.890  C33 1.090
81 P 4.549 -0.673 -0.857  S10 2.352, C45 1.915, C47 1.934, H64 1.474, H76 1.447, H86 1.437
82 H 2.420 3.716 8.524  C9 1.086
83 C -4.302 -5.262 -4.486  H12 1.091, N42 1.450, H51 1.094, H63 1.096
84 H 0.079 5.807 3.284  C18 1.097
85 H -2.593 -5.229 -2.370  C53 1.097
86 H 3.577 -0.840 0.187  P81 1.437
87 H -0.987 3.949 7.865  C7 1.092
88 H 2.224 2.395 -1.585  C91 1.123
89 N 1.645 5.124 4.483  C18 1.441, P22 1.705, C74 1.456
90 H -4.899 -2.989 -6.587  C34 1.091
91 C 2.842 1.717 -0.938  C44 1.403, C47 1.457, H88 1.123
92 H -4.466 -1.289 -6.791  C34 1.094

## Properties
E_LUMO: 1.9 eV
total charge: -1
2S+1: 1
total energy: -2811.13621 hartree
Kohn-Sham gap: 0.16378 Eh

Atomic partial charges in e from the Mulliken method, atoms 1 to 2: -1.0046 -1.1132

=====

(6)
Below is a 2-piece molecular cluster, C5H13NO overall at a distorted geometry, with properties calculated with the ωB97M-V functional and the def2-TZVPD basis.

Each atom is followed by the atoms it is bonded to, with distances in Å.
Geometry (Å):
1 H -1.319 1.797 0.577  C9 1.140
2 C -0.634 0.614 -1.009  H5 1.233, C9 1.526, C11 1.605, H12 1.083
3 N 1.655 -0.358 -1.365  C11 1.592, H16 0.958, H17 1.039
4 H -2.412 0.186 1.850  C7 1.053
5 H -1.075 -0.243 -1.779  C2 1.233
6 H -2.868 -0.730 0.503  C7 1.102
7 C -2.033 -0.149 0.926  H4 1.053, H6 1.102, C9 1.496
8 H -0.821 -1.197 0.774  C14 1.227
9 C -1.769 0.956 -0.048  H1 1.140, C2 1.526, C7 1.496, H15 1.147
10 H 3.404 1.490 1.374  O13 0.942
11 C 0.513 -0.226 -0.264  C2 1.605, N3 1.592, C14 1.463, H18 1.085
12 H -0.042 1.417 -1.431  C2 1.083
13 O 2.982 0.956 0.724  H10 0.942
14 C 0.328 -1.487 0.454  H8 1.227, C11 1.463, H19 1.071, H20 1.047
15 H -2.709 1.316 -0.598  C9 1.147
16 H 1.994 -1.233 -1.168  N3 0.958
17 H 2.354 0.300 -0.965  N3 1.039
18 H 1.005 0.483 0.394  C11 1.085
19 H 0.413 -2.349 -0.176  C14 1.071
20 H 1.033 -1.543 1.226  C14 1.047

## Properties
E_LUMO: -3.7 eV
total charge: 0
2S+1: 1
total energy: -327.98286 hartree
Kohn-Sham gap: 0.12877 Eh

Atomic partial charges in e from the Mulliken method, atoms 1 to 2: 0.2992 -0.6588